Entry 1:
16
Properties=species:S:1:pos:R:3:forces:R:3:lowdin_spin:R:1 method="wB97M-V/def2-TZVPD" de_lowest_kj_mol=18.5 mol_weight_g_mol=60.14 total_charge=-1 spin_multiplicity=2 max_force_ha_per_bohr=0.020
C -1.866 0.498 -0.859 -0.030 0.237 -0.496 0.17
C -1.835 -1.041 -0.875 -0.238 0.592 0.135 0.14
H -2.429 0.926 -0.033 -0.124 -0.111 0.132 0.02
H -0.875 0.947 -0.830 0.195 -0.236 0.285 0.02
H -2.287 0.911 -1.777 -0.200 -0.080 -0.100 0.03
H -0.856 -1.372 -1.211 0.082 -0.261 0.028 0.03
H -2.602 -1.455 -1.537 0.057 0.033 0.054 0.02
H -2.035 -1.417 0.130 0.204 -0.203 -0.034 0.01
C 2.111 0.566 0.225 -0.132 -0.964 -0.289 0.25
C 1.594 -0.010 1.539 0.305 -0.351 0.229 0.12
H 1.479 1.387 -0.111 0.354 0.342 0.046 0.04
H 3.177 0.779 0.254 0.012 0.568 0.136 0.04
H 2.039 -0.193 -0.568 -0.181 0.006 0.097 0.05
H 2.159 -0.903 1.858 -0.074 0.219 -0.215 0.02
H 0.556 -0.324 1.431 -0.109 0.109 0.015 0.01
H 1.670 0.702 2.364 -0.121 0.100 -0.024 0.02

Entry 2:
12
Properties=species:S:1:pos:R:3:forces:R:3:mulliken_charge:R:1 method="wB97M-V/def2-TZVPD" de_lowest_kj_mol=217.6 mol_weight_g_mol=115.12 total_charge=+1 max_force_ha_per_bohr=0.156
O 1.729 0.650 0.197 5.665 -0.326 0.513 -0.98
C 0.532 0.466 -0.023 -7.636 -0.730 2.304 0.32
C -0.489 0.859 -0.826 1.468 2.422 -2.664 -0.78
K 4.005 -0.830 -0.047 -0.370 -0.126 -0.216 0.92
Li 2.300 2.027 1.330 -0.811 -0.425 -0.657 0.84
H -0.162 0.924 -1.859 -0.529 0.527 -1.215 0.35
H -1.228 1.604 -0.552 -0.264 -0.476 0.290 0.27
C -0.822 -0.339 0.486 3.244 -0.739 1.719 -0.05
C -1.460 -1.441 0.040 0.101 -0.577 -0.442 -0.72
H -2.057 -2.048 0.708 -0.134 0.178 0.037 0.27
H -0.884 -0.149 1.553 -1.028 0.420 0.322 0.25
H -1.464 -1.722 -1.005 0.296 -0.149 0.009 0.29

Entry 3:
9
Properties=species:S:1:pos:R:3:forces:R:3:mulliken_charge:R:1 method="wB97M-V/def2-TZVPD" de_lowest_kj_mol=275.5 mol_weight_g_mol=112.16 total_charge=0 max_force_ha_per_bohr=0.102
C -1.052 0.444 0.062 1.090 -1.498 4.927 -0.87
P -0.881 -1.374 0.118 2.797 0.761 3.286 0.12
S 2.167 0.671 -0.105 0.530 0.500 1.205 -0.21
S 1.891 -1.214 -0.657 -2.261 -0.386 0.648 -0.17
H -0.127 0.853 0.513 0.090 0.019 -0.906 0.18
H -1.762 0.931 0.716 -0.686 -0.565 0.426 0.36
H -1.283 0.692 -0.854 -0.525 1.872 -4.860 0.37
H -1.287 -1.593 -1.085 -0.993 -0.598 -3.458 0.03
H 2.334 0.589 1.292 -0.042 -0.105 -1.268 0.19

Entry 4:
19
Properties=species:S:1:pos:R:3:forces:R:3:lowdin_spin:R:1 method="wB97M-V/def2-TZVPD" de_lowest_kj_mol=148.3 mol_weight_g_mol=302.33 total_charge=+1 spin_multiplicity=4 max_force_ha_per_bohr=0.110
C 0.415 0.062 -2.227 0.603 0.302 -0.311 0.05
C -0.847 -0.625 -2.132 0.413 -1.064 -1.245 0.09
C -0.617 -1.862 -1.447 -0.333 -0.818 -1.377 0.09
C 0.751 -1.924 -1.101 1.549 -1.666 -0.271 0.09
C 1.418 -0.730 -1.540 0.120 -0.862 -1.591 0.11
Re -0.125 -0.205 -0.196 -1.152 3.386 4.401 2.25
P -0.568 2.039 0.348 -0.336 1.815 0.742 0.14
H 0.604 0.979 -2.766 -0.065 -0.042 0.081 0.00
H -1.753 -0.298 -2.606 -0.267 0.068 0.156 0.02
H -1.380 -2.569 -1.198 -0.101 -0.417 0.016 0.01
H 2.476 -0.492 -1.486 -0.295 -0.102 0.163 0.02
H 1.244 -2.710 -0.512 -0.411 0.274 -0.465 0.01
H -1.505 2.340 1.392 0.434 0.009 -0.417 0.00
H -1.059 2.945 -0.652 0.212 -0.559 0.384 0.01
H 0.541 2.831 0.821 -0.559 -0.356 -0.268 0.04
N -0.200 -0.927 2.367 -0.595 0.429 -1.168 0.03
H 0.199 -1.685 1.813 -0.059 -0.054 0.537 0.01
H -1.199 -1.038 2.563 0.482 -0.179 -0.195 0.01
H -0.017 0.014 1.981 0.360 -0.163 0.825 0.03

Entry 5:
51
Properties=species:S:1:pos:R:3:forces:R:3:lowdin_spin:R:1 method="wB97M-V/def2-TZVPD" mol_weight_g_mol=847.65 total_charge=-2 spin_multiplicity=2 e_tot_ha=-5890.073443 max_force_ha_per_bohr=0.036
Fe 0.218 0.325 -0.281 1.119 -0.979 -1.072 0.02
O -0.948 3.054 -2.571 0.010 0.005 0.024 0.01
Cl -1.208 2.435 -1.312 0.164 -0.261 0.092 0.00
O -2.351 3.002 -0.689 0.000 -0.015 0.003 0.00
O -1.382 0.970 -1.509 -0.137 0.169 0.288 0.01
O -0.021 2.523 -0.442 -0.272 0.095 0.049 0.00
S 2.683 -3.232 -6.540 -0.022 0.031 0.026 0.09
C 2.175 -2.371 -5.220 0.024 -0.022 -0.003 0.03
S 2.535 -0.717 -4.949 0.030 0.075 -0.008 -0.03
C 1.712 -0.485 -3.405 -0.120 -0.305 0.080 0.10
C 1.075 -1.650 -2.920 0.134 0.195 -0.140 0.16
S 0.233 -1.834 -1.481 0.095 0.393 0.298 0.25
S 1.225 -3.055 -3.959 -0.038 -0.019 0.040 -0.01
S 1.753 0.994 -2.661 -0.146 0.025 0.182 0.36
C 5.149 -4.555 2.298 0.014 -0.002 0.005 0.00
C 3.973 -4.511 3.265 -0.012 0.004 0.000 0.00
C 3.446 -5.917 3.514 -0.002 -0.002 -0.012 0.00
C 2.283 -5.888 4.489 0.002 0.012 0.005 0.00
C 1.211 -4.967 3.975 0.012 -0.005 0.000 0.00
C -0.113 -5.164 4.300 -0.003 -0.003 -0.001 0.00
C -1.088 -4.302 3.817 0.013 0.001 0.008 0.00
F -2.370 -4.549 4.169 -0.006 -0.004 -0.001 0.00
C -0.787 -3.242 3.010 0.015 0.003 -0.016 0.00
C 0.553 -3.029 2.666 -0.043 0.006 -0.050 0.00
C 0.871 -1.887 1.780 0.058 0.030 -0.065 0.00
O -0.051 -1.242 1.283 -0.325 0.405 -0.101 0.01
C 2.274 -1.655 1.559 -0.021 0.011 0.032 0.00
C 3.169 -2.545 2.048 0.005 -0.019 0.014 0.00
N 2.880 -3.657 2.767 -0.005 0.021 -0.016 0.00
C 1.553 -3.888 3.139 0.025 0.013 -0.005 0.00
C 2.855 -0.451 0.833 -0.141 -0.130 -0.047 0.00
O 4.080 -0.400 0.719 0.053 0.063 0.085 0.00
O 2.032 0.430 0.435 -0.149 0.024 -0.106 0.01
H 5.843 -5.330 2.628 0.002 0.002 0.006 0.00
H 5.700 -3.619 2.250 -0.003 -0.007 0.000 0.00
H 4.807 -4.802 1.291 0.000 -0.004 0.001 0.00
H 4.315 -4.101 4.224 0.006 -0.011 0.008 0.00
H 4.264 -6.530 3.896 0.001 0.001 0.008 0.00
H 3.127 -6.348 2.559 -0.003 0.000 0.002 0.00
H 2.640 -5.539 5.464 -0.001 -0.005 0.001 0.00
H 1.871 -6.887 4.642 -0.001 0.000 -0.009 0.00
H -0.406 -5.994 4.934 0.003 0.001 0.003 0.00
H -1.546 -2.564 2.641 -0.010 0.025 0.014 0.00
H 4.208 -2.341 1.835 -0.018 0.008 -0.001 0.00
F -1.484 0.893 1.370 -0.416 0.182 0.410 0.00
Sb -2.486 0.713 2.986 0.201 -0.001 -0.199 0.00
F -3.058 -1.018 2.456 -0.026 -0.069 -0.018 0.00
F -0.976 -0.074 3.820 0.029 -0.015 0.091 0.00
F -3.455 0.518 4.606 -0.038 0.004 0.051 0.00
F -1.914 2.428 3.529 0.011 0.046 0.053 0.00
F -4.007 1.453 2.155 -0.067 0.029 -0.011 0.00

What did the fourth record say?
19
Properties=species:S:1:pos:R:3:forces:R:3:lowdin_spin:R:1 method="wB97M-V/def2-TZVPD" de_lowest_kj_mol=148.3 mol_weight_g_mol=302.33 total_charge=+1 spin_multiplicity=4 max_force_ha_per_bohr=0.110
C 0.415 0.062 -2.227 0.603 0.302 -0.311 0.05
C -0.847 -0.625 -2.132 0.413 -1.064 -1.245 0.09
C -0.617 -1.862 -1.447 -0.333 -0.818 -1.377 0.09
C 0.751 -1.924 -1.101 1.549 -1.666 -0.271 0.09
C 1.418 -0.730 -1.540 0.120 -0.862 -1.591 0.11
Re -0.125 -0.205 -0.196 -1.152 3.386 4.401 2.25
P -0.568 2.039 0.348 -0.336 1.815 0.742 0.14
H 0.604 0.979 -2.766 -0.065 -0.042 0.081 0.00
H -1.753 -0.298 -2.606 -0.267 0.068 0.156 0.02
H -1.380 -2.569 -1.198 -0.101 -0.417 0.016 0.01
H 2.476 -0.492 -1.486 -0.295 -0.102 0.163 0.02
H 1.244 -2.710 -0.512 -0.411 0.274 -0.465 0.01
H -1.505 2.340 1.392 0.434 0.009 -0.417 0.00
H -1.059 2.945 -0.652 0.212 -0.559 0.384 0.01
H 0.541 2.831 0.821 -0.559 -0.356 -0.268 0.04
N -0.200 -0.927 2.367 -0.595 0.429 -1.168 0.03
H 0.199 -1.685 1.813 -0.059 -0.054 0.537 0.01
H -1.199 -1.038 2.563 0.482 -0.179 -0.195 0.01
H -0.017 0.014 1.981 0.360 -0.163 0.825 0.03